{
  "formula": "C23H50IN4O6",
  "method": "wB97M-V/def2-TZVPD",
  "charge": 1,
  "molar_mass_g_mol": 605.6,
  "gap_ha": 0.247,
  "symbols": ["C", "C", "C", "C", "C", "N", "C", "C", "N", "C", "C", "O", "I", "O", "C", "C", "H", "H", "H", "H", "H", "H", "H", "H", "H", "H", "H", "H", "H", "H", "H", "H", "H", "H", "H", "H", "C", "O", "C", "C", "N", "C", "C", "O", "C", "H", "H", "H", "H", "H", "H", "H", "H", "H", "H", "H", "H", "H", "H", "H", "C", "O", "C", "C", "N", "C", "C", "O", "C", "H", "H", "H", "H", "H", "H", "H", "H", "H", "H", "H", "H", "H", "H", "H"],
  "xyz": [[-0.3537, 1.8538, 6.3765], [0.6580, 2.5428, 6.2843], [1.9242, 3.4394, 6.0015], [2.5441, 2.9499, 4.5974], [4.0927, 2.6559, 4.7240], [4.6807, 1.8336, 3.5778], [5.3699, 2.6679, 2.5292], [6.6494, 3.4857, 3.0108], [6.9657, 4.5204, 1.9649], [5.8317, 1.0795, 4.2632], [5.3201, -0.3354, 4.8523], [4.5310, -0.4457, 5.7553], [6.1268, -2.1930, 4.0172], [3.8699, 0.8247, 3.1407], [3.1167, 1.0580, 1.9390], [3.7423, 0.3819, 0.6091], [-1.1778, 1.1349, 6.1242], [2.7023, 3.2843, 6.8158], [1.6295, 4.5325, 5.9241], [2.3695, 3.7408, 3.7895], [1.9429, 2.0496, 4.2748], [4.2365, 2.0861, 5.7028], [4.6137, 3.6448, 4.8698], [5.7403, 2.0046, 1.6763], [4.6128, 3.4208, 2.1248], [6.5347, 4.0537, 3.9763], [7.5857, 2.8392, 3.0761], [6.6232, 4.2311, 1.0442], [6.5574, 5.4139, 2.2588], [6.6324, 0.7857, 3.5051], [6.2944, 1.6889, 5.0905], [2.1307, 0.4930, 2.0770], [2.7763, 2.1283, 1.7570], [3.0169, -0.3650, 0.1268], [4.7526, -0.0815, 0.8322], [3.8316, 1.2495, -0.1303], [-2.2956, 0.2929, -4.6503], [-1.8627, -1.0580, -4.6168], [-0.7669, -1.3165, -5.4939], [0.4858, -1.6501, -4.6897], [0.9968, -0.4680, -3.9964], [2.0422, -0.7685, -3.0199], [1.6474, -1.6189, -1.8045], [0.7351, -0.9731, -0.9199], [-0.6340, -1.1239, -1.2714], [-3.2034, 0.3718, -4.0497], [-1.5393, 0.9569, -4.2217], [-2.5289, 0.6032, -5.6727], [-0.5881, -0.4876, -6.1870], [-1.0399, -2.1918, -6.0902], [1.2561, -2.0339, -5.3650], [0.2221, -2.4434, -3.9802], [0.2312, -0.0120, -3.5138], [2.4067, 0.1955, -2.6485], [2.8836, -1.2451, -3.5333], [2.5584, -1.7855, -1.2202], [1.2862, -2.6138, -2.0834], [-0.8361, -2.0775, -1.7641], [-0.9578, -0.2931, -1.9006], [-1.2234, -1.0803, -0.3529], [-8.4646, -1.5344, -0.3434], [-7.1041, -1.1508, -0.2184], [-6.2727, -2.1900, 0.2957], [-5.2907, -2.6625, -0.7728], [-5.9774, -3.3996, -1.8313], [-5.1372, -3.6654, -3.0003], [-4.6561, -2.4554, -3.8120], [-5.6997, -1.7574, -4.4810], [-6.3489, -0.7699, -3.6967], [-9.0400, -0.6512, -0.6242], [-8.5880, -2.2894, -1.1245], [-8.8527, -1.9131, 0.6067], [-6.8566, -3.0249, 0.6977], [-5.7032, -1.7566, 1.1236], [-4.5399, -3.3109, -0.3103], [-4.7829, -1.7754, -1.1715], [-6.7851, -2.8675, -2.1335], [-5.7264, -4.3016, -3.6682], [-4.2697, -4.2566, -2.6885], [-4.0045, -2.8383, -4.6028], [-4.0386, -1.7692, -3.2230], [-5.6776, -0.3062, -2.9690], [-7.2198, -1.1955, -3.1946], [-6.7144, 0.0079, -4.3710]],
  "forces_ev_per_angstrom": [[1.2015, 0.2173, -1.2864], [-0.0751, 0.3292, -0.1747], [-0.8393, -1.0797, -0.1363], [-0.3815, 0.2682, -0.6775], [-2.2245, 0.6546, 1.7365], [3.2257, 0.5844, 2.1020], [0.1779, 1.3781, -1.4145], [0.7816, 0.5203, -0.6840], [-0.7166, -0.6144, 1.0275], [1.3837, -2.0658, -0.2166], [-1.2121, 0.0168, 1.3862], [1.4610, 0.7732, -1.6408], [-0.1042, 1.0439, 0.0712], [-1.0250, -0.3632, -0.7138], [-2.3008, -1.1003, -2.2331], [-0.2979, 1.2482, 0.0233], [1.2142, 1.2722, 0.9001], [-1.1387, 0.3388, -0.8311], [0.3501, -1.4383, 0.3405], [0.2196, -0.9367, 1.1375], [1.0200, 0.8239, 0.3990], [-0.1448, 0.4126, -1.5851], [-0.1535, -1.2228, -0.6623], [-0.8745, 0.6123, 1.2532], [0.9729, -1.0828, 0.5740], [-0.0551, -0.8726, -0.8750], [-1.4743, 0.5165, 0.1399], [0.2095, 0.4093, 0.3985], [0.1278, -0.4846, -0.6143], [-1.2512, 0.6928, 0.8474], [-0.6524, -0.5908, -0.9725], [1.4176, 0.8090, 0.3843], [0.9105, -1.2029, 0.5688], [1.1576, 1.0829, 1.0975], [-1.2442, 0.4801, -0.3833], [0.2872, -1.3748, 0.7446], [-0.1161, -0.2246, 0.0970], [0.1723, 0.4120, -0.1564], [0.1171, -0.5230, 0.1725], [-0.2688, 0.3774, -0.0110], [0.1003, -0.2527, 0.0607], [-0.2865, 0.2352, 0.0678], [0.3363, 0.1761, 0.0257], [0.1398, -0.2986, -0.2218], [-0.0883, 0.2665, 0.3291], [0.0436, -0.0905, -0.0394], [0.0109, 0.1602, -0.1090], [0.0363, 0.0736, 0.0438], [-0.0110, 0.0514, 0.1833], [0.0350, 0.0210, -0.0203], [0.0156, 0.0280, 0.0422], [-0.0480, -0.1797, -0.1488], [0.0429, -0.0189, -0.1066], [0.0547, -0.0824, 0.0597], [-0.0695, -0.0726, 0.0042], [-0.0346, -0.0637, -0.0381], [-0.1607, 0.0751, -0.0401], [0.0649, 0.0598, -0.0861], [-0.1399, -0.1322, -0.1532], [0.1003, -0.0416, -0.0050], [0.1087, 0.2219, -0.0425], [-0.2202, -0.3266, 0.0836], [0.4867, 0.2479, -0.1248], [-0.5324, -0.0047, -0.0639], [0.2791, 0.0878, 0.1142], [-0.3739, 0.1280, -0.1054], [0.0336, -0.4715, -0.2704], [0.2671, 0.1419, 0.3506], [-0.1901, -0.0715, -0.4175], [0.1189, -0.0133, 0.0186], [-0.1273, -0.1231, 0.0751], [-0.0345, -0.0681, -0.0609], [-0.0522, 0.0468, -0.1797], [0.0041, -0.0386, 0.0188], [-0.0058, -0.0215, -0.0399], [0.1325, 0.0864, 0.1856], [0.0556, -0.0598, 0.0592], [0.1151, 0.0412, -0.0353], [0.0187, 0.0817, 0.0444], [-0.0325, 0.0662, 0.0385], [-0.1191, 0.0601, 0.0753], [-0.0109, -0.0999, 0.0845], [0.0098, 0.1405, 0.2301], [0.0696, -0.0625, -0.0190]],
  "lowdin_charge": [0.0807, -0.1234, -0.1566, -0.1593, -0.0847, -0.2404, -0.0980, -0.2328, -0.0037, -0.0842, -0.7508, 0.0159, 0.8440, -0.1074, -0.1869, -0.0416, 0.0604, 0.1147, 0.1214, 0.1261, 0.1111, 0.1411, 0.1460, 0.1550, 0.1518, 0.1217, 0.1266, 0.0738, 0.0799, 0.1212, 0.1571, 0.1487, 0.1309, 0.0622, 0.0852, 0.0895, -0.0995, -0.2158, -0.1992, -0.2043, -0.0507, -0.1981, -0.2270, -0.2010, -0.0902, 0.0802, 0.0789, 0.0956, 0.1252, 0.1239, 0.1248, 0.1037, 0.0677, 0.1107, 0.1208, 0.0990, 0.1145, 0.0923, 0.0729, 0.0891, -0.1119, -0.2001, -0.2133, -0.2152, -0.0508, -0.1910, -0.2278, -0.1734, -0.1003, 0.0898, 0.0791, 0.0883, 0.1227, 0.1170, 0.1200, 0.0997, 0.0689, 0.1200, 0.1163, 0.1176, 0.0910, 0.0841, 0.0711, 0.0896]
}